1.
{"formula": "C32H36F16N2O10", "method": "ωB97M-V/def2-TZVPD", "e_homo_ha": -0.3281, "smiles": "CC[C@@](F)(C#N)[C@H](C#N)c1ccccc1.CCOC(=O)C(F)(F)F.CCOC(=O)C(F)(F)F.CCOC(=O)C(F)(F)F.CCOC(=O)C(F)(F)F.CCOC(=O)C(F)(F)F", "lumo_ha": -0.011, "species": ["C", "C", "C", "F", "C", "N", "C", "C", "N", "C", "C", "C", "C", "C", "C", "H", "H", "H", "H", "H", "H", "H", "H", "H", "H", "H", "C", "C", "O", "C", "O", "C", "F", "F", "F", "H", "H", "H", "H", "H", "C", "C", "O", "C", "O", "C", "F", "F", "F", "H", "H", "H", "H", "H", "C", "C", "O", "C", "O", "C", "F", "F", "F", "H", "H", "H", "H", "H", "C", "C", "O", "C", "O", "C", "F", "F", "F", "H", "H", "H", "H", "H", "C", "C", "O", "C", "O", "C", "F", "F", "F", "H", "H", "H", "H", "H"], "coordinates": [[0.471, 0.711, -1.104], [-0.389, 1.104, -2.463], [0.551, 2.102, -3.405], [0.935, 3.245, -2.543], [1.870, 1.175, -3.852], [3.036, 0.925, -4.412], [-0.253, 2.665, -4.717], [-0.735, 1.328, -5.598], [-0.854, 0.213, -6.288], [0.630, 3.600, -5.731], [-0.087, 4.038, -7.170], [0.710, 4.941, -8.281], [2.250, 5.428, -7.990], [3.007, 5.042, -6.570], [2.160, 4.138, -5.491], [1.531, 1.235, -1.070], [-0.115, 1.087, -0.154], [0.675, -0.445, -0.999], [-0.497, 0.100, -3.093], [-1.453, 1.565, -2.225], [-1.211, 3.279, -4.405], [-1.193, 3.678, -7.420], [0.206, 5.233, -9.321], [2.879, 6.054, -8.781], [4.131, 5.370, -6.339], [2.677, 3.813, -4.465], [-1.250, -6.452, 0.576], [0.008, -5.917, -0.085], [-0.323, -5.017, -1.152], [-0.664, -3.740, -0.781], [-0.702, -3.354, 0.383], [-0.946, -2.880, -2.012], [-1.751, -3.505, -2.919], [0.196, -2.551, -2.681], [-1.562, -1.702, -1.709], [-1.907, -6.913, -0.168], [-1.000, -7.195, 1.338], [-1.820, -5.649, 1.051], [0.569, -6.746, -0.529], [0.673, -5.432, 0.641], [-5.227, -3.723, 4.302], [-3.790, -3.239, 4.378], [-2.994, -4.136, 5.166], [-2.569, -5.278, 4.535], [-2.837, -5.556, 3.370], [-1.697, -6.116, 5.469], [-2.238, -6.253, 6.714], [-0.462, -5.565, 5.650], [-1.486, -7.381, 5.009], [-5.637, -3.870, 5.306], [-5.850, -3.002, 3.766], [-5.294, -4.686, 3.786], [-3.759, -2.264, 4.877], [-3.353, -3.105, 3.381], [0.444, 4.929, -0.533], [-0.133, 6.317, -0.318], [0.556, 6.994, 0.744], [1.765, 7.554, 0.417], [2.265, 7.497, -0.702], [2.364, 8.279, 1.621], [2.306, 7.538, 2.766], [1.715, 9.447, 1.893], [3.677, 8.603, 1.449], [0.432, 4.359, 0.401], [-0.128, 4.385, -1.289], [1.487, 4.980, -0.861], [-1.182, 6.233, -0.014], [-0.111, 6.913, -1.238], [5.492, 6.611, 2.748], [6.398, 7.180, 1.670], [7.774, 6.891, 1.959], [8.203, 5.626, 1.642], [7.484, 4.764, 1.147], [9.690, 5.470, 1.956], [10.024, 5.955, 3.187], [10.477, 6.134, 1.062], [10.105, 4.171, 1.937], [5.795, 6.972, 3.735], [4.452, 6.895, 2.569], [5.551, 5.518, 2.777], [6.300, 8.271, 1.649], [6.124, 6.814, 0.674], [-6.400, -10.356, 3.520], [-5.142, -9.820, 2.860], [-5.473, -8.920, 1.792], [-5.815, -7.643, 2.163], [-5.852, -7.257, 3.327], [-6.096, -6.783, 0.933], [-6.901, -7.408, 0.025], [-4.954, -6.454, 0.263], [-6.712, -5.605, 1.235], [-7.058, -10.816, 2.777], [-6.151, -11.098, 4.283], [-6.971, -9.552, 3.996], [-4.581, -10.649, 2.415], [-4.478, -9.335, 3.585]], "lowdin_charge": [-0.110, -0.166, -0.320, -0.080, -0.043, 0.130, -0.179, -0.097, 0.104, -0.124, -0.022, -0.072, -0.071, -0.053, -0.020, 0.090, 0.089, 0.076, 0.108, 0.138, 0.164, 0.099, 0.093, 0.089, 0.098, 0.091, -0.064, -0.205, 0.014, -0.323, 0.140, -0.470, 0.146, 0.137, 0.126, 0.083, 0.085, 0.057, 0.127, 0.128, -0.056, -0.205, 0.015, -0.313, 0.132, -0.468, 0.141, 0.144, 0.136, 0.087, 0.086, 0.053, 0.126, 0.127, -0.069, -0.202, 0.011, -0.321, 0.147, -0.465, 0.135, 0.149, 0.129, 0.089, 0.065, 0.078, 0.127, 0.129, -0.055, -0.209, 0.011, -0.324, 0.144, -0.471, 0.139, 0.142, 0.140, 0.091, 0.046, 0.082, 0.123, 0.130, -0.064, -0.209, 0.012, -0.320, 0.136, -0.468, 0.142, 0.141, 0.140, 0.084, 0.083, 0.076, 0.127, 0.126]}

2.
{"formula": "C32H36GeN3O9Sr", "method": "ωB97M-V/def2-TZVPD", "multiplicity": 2, "e_homo_ha": [-0.2229, -0.2930], "e_above_lowest_kcal_mol": 0.00, "lumo_ha": [-0.006, -0.020], "species": ["Sr", "O", "C", "O", "C", "C", "C", "C", "C", "N", "C", "O", "O", "H", "H", "H", "H", "O", "C", "O", "C", "O", "C", "C", "O", "O", "H", "H", "H", "H", "H", "N", "C", "C", "C", "C", "N", "H", "H", "H", "H", "H", "H", "H", "H", "H", "H", "H", "H", "C", "Ge", "C", "C", "C", "C", "C", "C", "C", "C", "C", "C", "C", "C", "C", "C", "C", "C", "H", "H", "H", "H", "H", "H", "H", "H", "H", "H", "H", "H", "H", "H", "H"], "coordinates": [[0.805, -1.378, 1.042], [-2.869, -1.637, -1.568], [-1.690, -1.727, -0.886], [-1.640, -1.389, 0.319], [-0.669, -2.526, -1.508], [-0.742, -3.098, -2.787], [0.299, -3.892, -3.213], [1.385, -4.113, -2.367], [1.365, -3.520, -1.113], [0.367, -2.768, -0.693], [2.477, -3.686, -0.093], [3.401, -4.455, -0.314], [2.342, -2.965, 0.943], [-3.496, -1.156, -1.011], [-1.611, -2.923, -3.399], [0.269, -4.350, -4.192], [2.219, -4.738, -2.643], [4.398, -2.031, 2.352], [3.460, -1.119, 2.319], [2.378, -1.216, 2.854], [3.850, 0.127, 1.542], [2.785, 0.461, 0.695], [2.791, -0.268, -0.513], [1.417, -0.170, -1.130], [0.498, 0.182, -0.357], [1.271, -0.429, -2.324], [4.021, -2.894, 2.599], [4.780, -0.036, 0.989], [3.984, 0.955, 2.246], [3.009, -1.320, -0.352], [3.529, 0.126, -1.221], [-0.348, 0.098, 2.676], [-0.455, -0.020, 4.130], [-1.678, -0.837, 4.547], [-1.841, -2.170, 3.816], [-0.645, -3.116, 3.953], [0.042, -3.204, 2.668], [0.273, 0.871, 2.458], [-1.253, 0.354, 2.294], [-0.543, 0.968, 4.608], [0.458, -0.502, 4.483], [-2.575, -0.242, 4.359], [-1.618, -1.021, 5.622], [-1.965, -1.969, 2.750], [-2.746, -2.647, 4.195], [-0.989, -4.107, 4.285], [0.063, -2.730, 4.688], [-0.527, -3.769, 2.043], [0.919, -3.703, 2.776], [-1.439, -0.045, -4.120], [-1.016, 0.614, -2.229], [-2.735, 1.448, -1.463], [-3.271, 2.422, -2.292], [-4.372, 3.164, -1.902], [-4.946, 2.946, -0.661], [-4.417, 1.977, 0.174], [-3.317, 1.231, -0.224], [0.206, 2.224, -2.406], [0.855, 2.401, -3.601], [1.895, 3.329, -3.753], [2.351, 4.030, -2.674], [1.736, 3.870, -1.417], [2.235, 4.518, -0.267], [1.631, 4.361, 0.947], [0.461, 3.594, 1.050], [-0.037, 2.942, -0.043], [0.610, 3.009, -1.295], [-1.625, 0.820, -4.749], [-2.318, -0.680, -4.123], [-0.587, -0.595, -4.504], [-2.819, 2.600, -3.258], [-4.776, 3.922, -2.559], [-5.804, 3.526, -0.350], [-4.853, 1.804, 1.147], [-2.910, 0.471, 0.431], [0.585, 1.789, -4.449], [2.363, 3.448, -4.719], [3.197, 4.699, -2.760], [3.119, 5.132, -0.368], [2.037, 4.836, 1.830], [-0.052, 3.538, 2.002], [-0.941, 2.358, 0.040]], "mulliken_spin": [0.031, 0.052, -0.316, 0.218, 0.341, 0.146, -0.025, 0.074, -0.027, 0.071, -0.001, 0.000, -0.001, 0.014, 0.016, 0.001, 0.001, 0.000, 0.001, 0.000, -0.001, -0.002, 0.002, -0.060, 0.223, 0.027, 0.000, 0.000, 0.000, 0.000, 0.003, 0.003, 0.000, 0.000, -0.011, 0.001, 0.002, 0.001, -0.001, 0.000, 0.000, 0.000, 0.000, 0.008, -0.001, 0.000, 0.000, -0.001, -0.001, 0.089, 0.197, 0.032, -0.022, 0.006, -0.002, 0.000, -0.023, -0.060, 0.012, -0.002, 0.006, -0.006, 0.002, -0.002, 0.002, 0.009, -0.019, 0.006, -0.002, -0.003, 0.001, 0.000, 0.000, 0.000, 0.004, 0.000, 0.000, 0.000, 0.000, 0.000, 0.000, -0.013]}